(1)
# C13H19Cl2NTi

A molecular structure, C13H19Cl2NTi in a non-equilibrium geometry (ωB97M-V with the def2-TZVPD basis set, the OMol25 dataset).

Its total energy is -2331.36962 a.u. The calculation puts the strongest force on any atom at 0.04469 Eh/bohr.

Geometry (Å):
1 Ti -0.06 0.05 -0.10
2 H -1.24 -2.59 -1.59
3 H -1.26 2.46 -2.08
4 C -3.18 -1.77 -2.11
5 H -3.65 -2.50 -2.78
6 H 3.37 3.97 1.65
7 H -3.98 -1.29 -1.54
8 H -0.27 -2.05 1.42
9 C -0.76 -1.44 0.65
10 H 2.32 -0.30 -0.08
11 N 1.78 -0.28 0.80
12 H 2.89 -0.72 3.18
13 C -1.50 1.59 -2.69
14 H -2.43 -2.66 1.00
15 H -1.53 -1.16 -3.35
16 C 3.81 2.54 3.20
17 C 3.25 2.95 1.99
18 C -2.46 -0.71 -2.96
19 C 2.54 2.03 1.20
20 C -2.10 0.52 -2.19
21 C 2.41 0.70 1.62
22 C -2.25 -2.52 -1.15
23 H 1.79 -1.22 1.20
24 H -3.09 -0.44 -3.82
25 C -2.14 -1.90 0.26
26 H 4.11 0.90 4.57
27 Cl 0.69 -0.58 -2.18
28 H 4.37 3.25 3.81
29 C 2.97 0.30 2.85
30 H -1.21 1.64 -3.74
31 H -2.86 -1.08 0.37
32 C 3.67 1.22 3.63
33 H -2.37 0.50 -1.13
34 H 2.13 2.34 0.25
35 H -2.61 -3.55 -1.02
36 Cl -1.17 1.81 0.85

(2)
# C6H10S2

A molecular structure, C6H10S2 in a non-equilibrium geometry (ωB97M-V with the def2-TZVPD basis set, the OMol25 dataset).

Its total energy is -1030.66677 a.u. The calculation puts the strongest force on any atom at 0.11000 Eh/bohr. The energy above the lowest of the compared OMol25 structures with the same formula, charge and spin comes out at 817.13 kJ/mol.

Geometry (Å):
1 H 0.79 -0.07 -1.78
2 S 1.81 -1.12 1.19
3 C 0.49 0.84 0.55
4 H -1.39 1.76 1.29
5 C -0.33 -0.84 -1.35
6 H 2.58 1.09 0.32
7 H 0.44 1.05 1.67
8 H -0.19 -2.21 -1.36
9 C -0.52 -0.27 0.17
10 S -1.42 1.95 -1.16
11 C -1.08 1.17 0.31
12 H 1.79 0.24 -1.00
13 C -0.10 -1.18 1.35
14 C 1.76 0.41 0.01
15 H -2.42 0.69 -1.84
16 H -1.47 -0.48 -1.99
17 H -0.40 -2.21 1.35
18 H -0.34 -0.82 2.27